Density functional theory data (ωB97M-V with the def2-TZVPD basis set) for 12 unconnected molecules or ions with the total composition C44H120N8O18.

Geometry as ORCA input:
```
! wB97M-V def2-TZVPD RIJCOSX def2/J DEFGRID3
* xyz 0 1
C -19.840 -15.885 -31.158
O -20.951 -15.175 -30.517
C -20.470 -14.643 -29.276
C -21.595 -13.834 -28.597
C -21.086 -12.603 -27.827
N -22.304 -14.657 -27.687
H -19.359 -16.525 -30.419
H -19.040 -15.178 -31.378
H -20.179 -16.495 -31.995
H -20.010 -15.448 -28.703
H -19.684 -13.894 -29.376
H -22.316 -13.588 -29.376
H -21.697 -12.360 -26.958
H -20.736 -11.711 -28.346
H -20.158 -12.984 -27.400
H -21.594 -15.124 -27.142
H -22.861 -15.309 -28.220
C -26.673 -19.331 -14.091
O -26.580 -19.095 -15.445
C -27.844 -18.787 -16.063
C -28.037 -19.658 -17.302
C -27.163 -19.217 -18.511
N -29.360 -19.716 -17.891
H -25.689 -19.173 -13.649
H -26.977 -20.366 -13.936
H -27.337 -18.681 -13.520
H -28.659 -18.987 -15.367
H -27.867 -17.812 -16.548
H -28.035 -20.736 -17.140
H -27.395 -19.857 -19.362
H -26.099 -19.206 -18.274
H -27.453 -18.179 -18.676
H -29.983 -20.370 -17.437
H -29.259 -20.064 -18.833
C -13.588 -14.364 -20.983
O -13.828 -15.652 -21.655
C -14.972 -15.742 -22.486
C -15.247 -17.136 -23.183
C -16.253 -16.936 -24.342
N -15.737 -18.095 -22.135
H -13.336 -13.675 -21.790
H -12.779 -14.523 -20.270
H -14.405 -14.007 -20.356
H -15.917 -15.567 -21.972
H -14.868 -14.953 -23.230
H -14.319 -17.561 -23.566
H -17.019 -16.179 -24.180
H -16.771 -17.885 -24.484
H -15.812 -16.588 -25.276
H -14.919 -17.976 -21.555
H -16.331 -17.485 -21.591
C -17.520 -14.158 -14.692
O -18.830 -13.994 -14.261
C -19.767 -14.545 -15.103
C -21.103 -14.423 -14.380
C -21.155 -15.100 -12.916
N -22.099 -15.029 -15.202
H -17.106 -13.563 -15.506
H -17.220 -15.205 -14.742
H -16.979 -13.599 -13.929
H -19.941 -13.849 -15.924
H -19.482 -15.469 -15.604
H -21.520 -13.416 -14.362
H -21.854 -14.591 -12.253
H -20.128 -14.939 -12.589
H -21.398 -16.159 -13.011
H -22.228 -14.414 -15.992
H -22.994 -15.118 -14.743
C -23.520 -2.930 -20.615
O -23.186 -4.273 -20.240
C -21.979 -4.743 -20.873
C -22.085 -5.053 -22.424
C -23.237 -5.916 -22.745
N -20.794 -5.514 -22.909
H -22.890 -2.117 -20.254
H -24.517 -2.687 -20.247
H -23.668 -3.002 -21.692
H -21.134 -4.071 -20.723
H -21.758 -5.744 -20.502
H -22.120 -4.029 -22.797
H -24.075 -5.331 -22.367
H -23.199 -6.841 -22.170
H -23.526 -6.106 -23.779
H -20.996 -6.289 -23.525
H -20.221 -5.915 -22.180
C -30.895 -9.749 -13.393
O -31.297 -10.425 -14.590
C -30.589 -10.201 -15.739
C -31.221 -10.907 -17.018
C -30.810 -10.334 -18.312
N -32.679 -10.664 -16.835
H -31.639 -9.877 -12.606
H -30.697 -8.684 -13.505
H -29.985 -10.171 -12.968
H -30.543 -9.113 -15.702
H -29.606 -10.618 -15.520
H -31.095 -11.989 -16.977
H -31.329 -10.818 -19.140
H -29.731 -10.490 -18.290
H -30.938 -9.262 -18.462
H -32.880 -11.166 -15.981
H -32.781 -9.757 -16.404
C -36.176 -12.181 -21.176
O -35.693 -13.481 -20.912
C -34.598 -13.828 -21.897
C -33.913 -15.095 -21.447
N -32.582 -15.216 -22.103
C -31.593 -16.136 -21.505
C -31.069 -17.078 -22.626
O -30.548 -16.455 -23.841
C -29.571 -15.550 -23.607
H -35.371 -11.460 -21.035
H -36.795 -12.061 -20.287
H -36.907 -11.935 -21.946
H -33.830 -13.069 -22.043
H -35.087 -14.064 -22.843
H -34.600 -15.892 -21.731
H -33.710 -14.825 -20.411
H -32.607 -15.309 -23.109
H -32.065 -16.664 -20.677
H -30.959 -15.441 -20.955
H -31.974 -17.651 -22.828
H -30.354 -17.783 -22.201
H -29.078 -15.558 -24.579
H -28.893 -15.782 -22.786
H -29.928 -14.522 -23.546
C -23.265 -20.781 -23.483
O -22.262 -19.947 -22.762
C -22.641 -18.585 -22.807
C -21.463 -17.723 -22.260
N -21.448 -16.361 -22.828
C -21.315 -15.330 -21.759
C -22.532 -15.091 -20.836
O -23.649 -14.997 -21.782
C -24.140 -13.680 -21.904
H -22.768 -21.723 -23.714
H -23.401 -20.411 -24.499
H -24.271 -20.984 -23.118
H -23.585 -18.547 -22.263
H -22.889 -18.242 -23.811
H -20.511 -18.254 -22.239
H -21.612 -17.624 -21.185
H -22.428 -16.192 -23.002
H -20.923 -14.377 -22.113
H -20.352 -15.566 -21.306
H -22.486 -14.277 -20.112
H -22.741 -15.940 -20.185
H -23.387 -12.984 -22.271
H -24.641 -13.352 -20.992
H -24.956 -13.705 -22.626
O -25.226 -9.585 -15.321
C -25.203 -8.473 -16.223
C -24.772 -8.948 -17.532
O -23.448 -9.136 -17.551
H -25.286 -9.350 -14.392
H -26.205 -8.047 -16.273
H -24.461 -7.687 -16.085
H -24.911 -8.201 -18.313
H -25.400 -9.787 -17.832
H -23.299 -9.929 -17.030
O -22.497 -27.703 -26.558
C -23.342 -27.473 -27.592
C -22.689 -26.490 -28.643
O -23.433 -26.546 -29.832
H -22.954 -27.371 -25.782
H -23.321 -28.442 -28.091
H -24.373 -27.208 -27.356
H -21.809 -27.001 -29.033
H -22.669 -25.481 -28.230
H -23.436 -27.407 -30.255
O -22.269 -22.156 -18.657
C -21.335 -21.831 -17.670
C -21.617 -20.620 -16.657
O -21.036 -19.398 -17.139
H -21.840 -21.735 -19.405
H -21.131 -22.776 -17.166
H -20.328 -21.798 -18.087
H -21.304 -20.742 -15.620
H -22.703 -20.666 -16.583
H -21.456 -18.630 -16.746
O -29.132 -21.906 -26.405
C -28.089 -21.475 -27.294
C -27.820 -22.640 -28.339
O -28.705 -22.555 -29.499
H -29.937 -21.548 -26.786
H -28.360 -20.494 -27.683
H -27.178 -21.396 -26.701
H -28.139 -23.598 -27.931
H -26.765 -22.724 -28.600
H -29.354 -23.261 -29.515
*
```

Summary:
* highest occupied orbital energy: -8.439 eV
* relative energy (zero: lowest compared OMol25 entry of this formula, charge and spin): 227.8 kcal per mole
* E_tot: -96331.175 eV
* strongest force on any atom: 0.085 hartree/bohr
* SMILES string: COC[C@H](C)N.COC[C@H](C)N.COC[C@H](C)N.COC[C@H](C)N.COC[C@H](C)N.COC[C@H](C)N.COCCNCCOC.COCCNCCOC.OCCO.OCCO.OCCO.OCCO